1.
{"formula": "C42H46ClI2N5O4SV", "method": "ωB97M-V with the def2-TZVPD basis set", "elements": ["C", "H", "C", "H", "V", "C", "C", "H", "C", "H", "C", "C", "C", "C", "C", "C", "H", "C", "C", "H", "C", "H", "H", "C", "H", "H", "C", "H", "H", "H", "O", "C", "C", "C", "H", "C", "C", "C", "C", "C", "C", "C", "H", "C", "C", "H", "O", "H", "C", "S", "C", "H", "C", "H", "C", "H", "N", "C", "H", "C", "H", "H", "C", "H", "H", "H", "C", "H", "I", "H", "C", "N", "H", "H", "H", "H", "H", "N", "H", "C", "C", "H", "C", "C", "H", "H", "H", "H", "Cl", "N", "C", "H", "H", "H", "I", "H", "H", "O", "H", "O", "N", "H"], "xyz": [[3.181, 0.434, 2.640], [-0.020, -6.483, 0.379], [-1.598, -5.647, -0.844], [4.601, -0.914, 1.698], [0.866, -1.598, -0.585], [0.742, 0.140, 1.965], [0.967, 6.253, -1.488], [-1.768, 1.546, -3.348], [-3.094, 3.541, 2.303], [3.948, 0.973, 3.171], [-2.432, -1.767, -3.013], [-2.552, 0.654, 6.552], [0.595, 4.947, -1.700], [3.545, -0.649, 1.757], [2.897, 5.456, -0.222], [-1.939, -4.504, -1.605], [5.091, 2.314, 0.431], [-2.238, 0.948, 4.102], [-1.891, 0.286, 5.245], [-4.418, 1.421, 3.048], [-3.144, 2.526, 0.047], [4.520, 6.683, 0.570], [-1.989, -7.687, -0.213], [-0.970, -0.802, 5.148], [6.035, 4.686, 0.820], [1.174, -2.424, 4.934], [4.501, 3.254, 0.288], [-4.257, 0.365, 1.663], [-2.690, -4.486, -2.338], [-4.159, 2.855, -0.191], [2.351, -1.554, -1.740], [4.177, 5.686, 0.326], [-1.114, -3.335, -1.481], [-2.520, -0.460, -3.517], [-5.174, 1.971, 1.492], [4.982, 4.587, 0.501], [0.490, -4.565, -0.270], [-1.495, -2.044, -2.028], [2.466, 4.110, -0.423], [-0.391, -5.649, -0.227], [2.077, 6.550, -0.702], [-1.746, 0.541, -2.938], [1.869, -1.538, -5.278], [-0.893, 0.290, -1.879], [-4.312, 1.440, 1.951], [2.741, -2.264, 0.622], [-4.007, -1.507, -4.948], [-1.812, 1.209, 7.134], [1.111, 3.816, -0.944], [2.320, -0.630, -3.106], [-0.497, -0.392, 2.707], [3.827, -2.352, -5.772], [-0.335, -1.093, 4.007], [-2.440, 4.319, 1.872], [2.539, -1.378, 1.193], [1.565, -2.700, -3.989], [3.285, 3.086, -0.215], [-2.554, -6.836, -0.564], [-2.925, -0.187, 7.186], [4.759, -1.567, -3.947], [-2.956, -2.565, -3.527], [5.520, -1.217, -4.691], [-3.051, 2.233, 1.525], [-4.073, 3.972, 2.222], [0.413, 7.054, -1.900], [0.432, 1.008, 1.271], [3.685, -2.410, -4.681], [-2.886, 1.706, -0.588], [-0.824, 4.829, -3.174], [-3.374, 1.276, 6.317], [4.088, -0.449, -3.148], [0.096, -3.355, -0.781], [-2.724, 0.086, -5.572], [-4.084, 0.562, -4.497], [5.328, -2.118, -3.182], [-3.728, -7.975, -1.774], [3.773, -3.450, -4.387], [-0.784, -0.995, -1.394], [1.464, -4.666, 0.169], [2.266, -1.948, -4.367], [-3.380, -0.232, -4.710], [-3.001, 1.697, 4.202], [0.554, -2.337, 4.013], [-1.608, 0.756, 2.831], [-3.269, -6.520, 0.232], [-4.654, -1.379, -5.687], [-2.839, 3.456, 3.341], [-0.384, 1.055, -1.342], [2.512, 8.124, -0.208], [-1.806, 1.471, 1.756], [1.841, 0.594, 2.888], [-0.811, -1.401, 6.079], [4.350, 0.600, -3.437], [4.363, -0.535, -2.070], [1.403, 1.684, 4.581], [-0.069, -3.222, 3.874], [1.204, -2.223, 3.164], [-3.184, -7.134, -1.832], [-2.372, 3.317, -0.186], [0.405, 2.824, -0.679], [1.263, -0.932, 1.121], [-0.946, -1.124, 1.989]], "forces_ev_per_angstrom": [[-2.306, -0.580, -0.042], [-0.361, 0.027, -0.438], [-2.611, 0.082, -0.884], [-0.418, -0.272, -0.094], [0.531, 0.045, 1.676], [0.212, 0.575, -0.275], [2.152, 0.487, 1.440], [-0.069, 0.048, 0.185], [0.687, 1.051, -0.776], [-0.069, -0.050, 0.287], [0.506, 0.453, -0.442], [0.902, -0.938, 0.155], [0.400, -0.722, 0.375], [0.352, -0.708, -0.311], [-0.909, 1.234, -0.674], [2.550, 0.300, 1.404], [-0.292, 1.134, -0.051], [-0.352, -0.419, 1.863], [-1.305, 0.358, -1.079], [-0.265, 0.178, -0.580], [0.922, 1.698, -0.155], [-0.002, -0.079, -0.235], [0.253, -0.223, 0.173], [0.331, -0.527, 0.662], [-0.697, 0.137, 0.014], [-0.583, 0.031, -0.589], [-0.578, 0.837, -0.961], [-0.152, 0.777, -0.234], [-1.372, -0.051, -0.355], [0.218, 0.247, -0.152], [0.025, 1.460, -3.069], [0.110, -1.188, -0.108], [-0.847, -1.456, -0.458], [0.383, -1.422, 0.718], [0.286, -0.676, 0.388], [1.105, -1.067, 0.790], [-1.827, -0.443, -0.143], [0.773, 1.026, 1.470], [0.010, 0.580, -0.336], [3.331, 0.755, 1.491], [-0.137, -2.161, 0.249], [0.647, 0.818, 0.142], [-0.617, 0.457, -0.168], [-1.639, -1.823, -0.415], [0.004, -0.407, 0.143], [0.355, -0.702, -0.280], [-1.185, 1.270, -1.755], [-0.156, 0.067, 0.232], [-1.213, 1.571, -0.149], [0.520, -2.136, 2.001], [-2.474, 1.624, -0.181], [0.035, -0.084, 0.475], [0.907, -1.692, 1.076], [0.104, -0.491, 0.086], [1.584, 1.684, 0.331], [0.247, 0.121, 0.046], [0.542, -1.467, 0.966], [-0.057, 1.278, -1.395], [0.488, 0.383, -0.702], [0.579, -0.046, -0.296], [0.052, 0.141, 0.353], [-0.769, 0.061, 0.752], [-0.007, -0.519, 1.088], [-0.764, 0.160, 0.066], [-0.444, 0.655, -0.437], [0.147, -1.054, 1.240], [0.475, -0.507, 0.117], [0.025, -0.870, -0.169], [-0.899, -0.799, -0.433], [-0.877, 0.831, 0.063], [1.209, 1.815, 0.347], [-1.010, -1.154, -0.440], [-0.694, -0.302, 0.649], [-0.418, 0.177, -0.090], [-0.307, -0.326, -0.631], [0.998, 1.570, 0.124], [0.148, -0.162, -0.092], [-0.787, -0.108, -1.935], [0.307, 0.310, 0.158], [0.041, 0.493, 0.034], [0.671, -0.731, -0.482], [0.119, 0.212, -0.039], [0.085, 0.871, 0.232], [1.115, 0.545, -2.349], [0.196, -0.269, -0.610], [0.834, -0.255, 0.981], [0.094, -0.182, 0.495], [0.606, 0.774, 0.267], [-0.059, 1.080, -0.056], [-0.252, -1.859, 0.957], [2.218, 0.826, -0.192], [0.067, 0.391, -0.996], [-0.276, -0.870, -0.049], [-0.397, 0.261, -0.788], [-0.138, 0.832, 0.199], [0.119, -0.113, 0.026], [0.545, -0.470, -0.238], [-0.892, -1.309, 0.775], [-0.936, -0.648, -0.017], [0.888, -0.728, -0.515], [-0.755, -0.152, 0.090], [0.166, 0.424, 0.492]], "lowdin_spin": [0.000, 0.000, 0.105, 0.000, 2.053, 0.009, 0.000, 0.001, 0.000, 0.000, 0.013, 0.000, 0.000, 0.000, 0.000, -0.024, 0.000, 0.000, 0.000, 0.000, 0.001, 0.000, 0.001, 0.001, 0.000, 0.000, 0.000, 0.000, -0.004, 0.000, 0.025, 0.000, 0.127, 0.071, 0.000, 0.000, 0.115, 0.093, 0.000, 0.020, 0.000, 0.026, 0.000, 0.073, 0.000, 0.001, 0.001, 0.000, 0.000, 0.023, 0.004, 0.000, 0.000, 0.000, 0.006, 0.000, 0.000, 0.012, 0.000, 0.000, -0.001, 0.000, 0.000, 0.000, 0.000, 0.002, 0.000, 0.001, 0.000, 0.000, 0.002, 0.114, 0.003, 0.003, 0.000, 0.000, 0.000, 0.069, 0.007, 0.002, 0.012, 0.000, 0.000, 0.000, 0.005, 0.000, 0.000, 0.005, 0.000, 0.001, -0.001, 0.000, 0.000, 0.000, 0.000, 0.000, 0.000, 0.004, 0.000, 0.001, 0.012, 0.002], "spin_multiplicity": 4, "lumo_ev": [-0.48, -0.78]}



2.
{"formula": "C42H46CoN10P2", "method": "ωB97M-V with the def2-TZVPD basis set", "elements": ["C", "C", "H", "C", "C", "H", "H", "C", "H", "C", "C", "H", "H", "H", "C", "H", "C", "C", "C", "C", "C", "H", "C", "H", "H", "N", "H", "H", "H", "N", "H", "N", "C", "H", "H", "C", "C", "C", "C", "C", "C", "P", "H", "H", "C", "H", "H", "C", "H", "N", "H", "Co", "C", "H", "H", "H", "C", "N", "H", "H", "H", "C", "H", "C", "H", "H", "C", "C", "C", "H", "H", "H", "C", "C", "N", "C", "N", "P", "C", "H", "C", "H", "C", "C", "C", "H", "H", "C", "H", "C", "N", "H", "H", "C", "N", "H", "H", "N", "C", "H", "H"], "xyz": [[2.722, 3.368, -0.227], [0.699, -2.482, -1.456], [5.066, 1.369, 1.350], [4.648, -2.039, 1.883], [-2.633, 0.100, -2.991], [1.152, 0.491, -2.694], [5.954, -5.360, 3.370], [-1.838, 0.175, -4.135], [3.628, -5.250, 2.523], [-4.566, -0.111, -4.399], [-1.412, 0.307, 2.722], [-2.529, 6.048, -4.368], [0.032, -4.824, -0.332], [-2.122, 4.174, -2.822], [-3.749, -0.033, -5.532], [-2.462, -2.165, 0.260], [-0.742, 3.137, 1.403], [3.144, 2.248, 0.745], [-1.808, 7.536, -3.003], [-1.301, 5.444, -1.283], [3.145, 0.486, -1.506], [3.331, 3.360, -1.130], [4.285, -4.392, 2.486], [1.305, -1.790, -2.034], [-1.976, -3.557, -0.711], [-2.273, 9.487, -4.631], [1.851, 0.111, 2.863], [2.861, -0.440, -2.000], [0.148, 0.379, -4.748], [-1.898, 0.165, 0.488], [-1.051, 8.803, -1.446], [-0.435, 2.348, 0.311], [2.123, -1.978, 0.977], [-1.413, 5.244, 1.528], [0.905, -4.750, 1.209], [-1.273, 7.788, -1.743], [2.715, 2.584, 2.173], [-1.993, 0.168, -1.691], [3.800, -3.181, 1.940], [0.566, 0.166, 4.572], [2.962, -0.839, 0.933], [2.321, 0.676, 0.118], [0.176, -2.942, 3.004], [-4.192, -0.086, -6.517], [-2.070, 8.622, -3.906], [3.168, 1.901, 2.893], [-5.634, -0.225, -4.518], [-0.741, 0.258, 5.010], [-0.565, 6.939, 0.084], [-1.022, 4.353, -0.390], [-0.255, -2.626, -1.963], [-0.021, 0.373, 0.292], [4.676, 2.163, 0.721], [-2.796, 0.362, 4.348], [2.885, 4.330, 0.260], [-4.640, -0.105, -2.254], [-2.095, 6.230, -3.395], [-0.121, 0.265, 2.283], [3.081, 3.582, 2.414], [-0.976, 0.267, 6.066], [-0.771, -5.315, 1.142], [-4.019, -0.045, -3.137], [-1.384, -2.118, 2.747], [-0.632, 3.122, -0.749], [1.671, 3.327, -0.518], [-1.318, -3.861, 2.910], [-2.402, 0.259, 1.658], [0.080, 0.370, -2.736], [0.833, 0.176, 3.210], [-1.748, 0.169, -6.288], [1.389, 0.094, 5.269], [7.427, -3.385, 3.261], [-2.019, -3.153, 0.300], [-0.791, -2.998, 2.501], [-0.458, 0.320, -3.940], [-0.645, -3.205, 0.992], [-0.595, 0.292, -1.612], [0.449, -1.884, 0.245], [-2.381, 0.110, -5.412], [-0.682, 2.788, 2.418], [-1.013, 6.738, -0.879], [1.225, -3.434, -1.407], [6.414, -3.304, 2.889], [5.567, -4.442, 2.949], [-1.754, 0.322, 4.060], [5.049, 3.118, 1.098], [1.638, 2.591, 2.305], [-1.847, 5.180, -2.531], [2.980, 1.339, -2.164], [-1.095, 4.377, 0.979], [-2.703, 0.117, -0.610], [5.074, 2.044, -0.285], [-2.704, -3.789, 0.864], [-0.057, -4.600, 0.729], [2.537, -3.124, 1.462], [-0.469, 2.848, -1.774], [6.606, -1.247, 2.316], [4.200, -0.875, 1.360], [5.973, -2.122, 2.370], [-3.472, 0.282, 1.824], [4.213, 0.419, -1.297]], "forces_ev_per_angstrom": [[-0.103, -0.015, -0.020], [0.090, -0.012, 0.042], [-0.021, 0.015, 0.025], [0.106, 0.107, -0.005], [0.009, -0.003, 0.013], [-0.069, 0.001, -0.012], [0.003, -0.008, -0.005], [0.009, -0.008, -0.017], [-0.010, -0.009, -0.009], [0.013, 0.004, 0.004], [-0.043, -0.048, -0.045], [-0.002, 0.004, -0.005], [-0.020, -0.009, -0.002], [0.006, -0.023, 0.032], [-0.009, 0.000, 0.008], [-0.062, 0.102, 0.026], [0.170, -0.058, 0.043], [-0.042, 0.027, 0.013], [-0.006, -0.056, 0.011], [0.005, 0.006, -0.013], [-0.003, -0.054, 0.051], [-0.007, -0.014, -0.025], [0.091, 0.048, 0.023], [0.047, -0.006, -0.005], [0.011, 0.027, -0.017], [-0.011, 0.011, -0.029], [0.029, 0.004, -0.006], [0.016, -0.021, 0.005], [-0.005, 0.009, 0.002], [-0.118, 0.105, 0.055], [-0.004, 0.006, -0.004], [-0.151, 0.141, -0.030], [-0.100, -0.077, 0.008], [-0.012, 0.022, -0.010], [-0.102, 0.003, -0.021], [-0.001, -0.007, 0.017], [0.065, -0.067, 0.006], [-0.112, -0.038, -0.056], [-0.051, -0.119, 0.000], [0.030, 0.003, -0.008], [0.023, 0.136, -0.033], [0.104, -0.035, -0.065], [-0.011, 0.009, -0.012], [-0.003, -0.002, -0.004], [0.013, 0.040, 0.003], [-0.014, -0.039, 0.007], [-0.003, -0.002, -0.001], [-0.021, 0.023, -0.014], [-0.003, -0.031, 0.023], [-0.022, -0.027, -0.022], [-0.029, 0.005, 0.027], [-0.114, -0.131, -0.049], [0.036, -0.007, -0.035], [-0.017, 0.008, -0.009], [0.055, 0.006, 0.000], [-0.004, 0.002, 0.004], [0.000, 0.011, 0.010], [-0.102, 0.045, 0.133], [0.013, -0.003, 0.004], [0.006, -0.011, 0.007], [0.003, -0.030, -0.002], [0.002, 0.002, -0.021], [0.037, -0.050, -0.015], [0.016, -0.077, 0.052], [0.133, 0.021, 0.082], [0.002, -0.006, 0.009], [0.128, -0.011, -0.093], [0.069, 0.035, -0.068], [-0.004, 0.020, 0.018], [0.006, 0.001, -0.004], [0.003, -0.001, 0.002], [0.004, 0.003, 0.004], [0.056, -0.076, 0.044], [0.043, 0.015, 0.010], [0.020, 0.002, 0.053], [-0.111, 0.109, -0.016], [-0.039, 0.111, -0.009], [0.024, -0.054, -0.105], [-0.017, 0.001, 0.053], [0.003, -0.010, -0.010], [0.062, 0.011, -0.073], [0.000, 0.003, -0.040], [0.007, 0.034, -0.012], [-0.042, -0.015, 0.003], [0.094, -0.009, -0.040], [0.015, 0.008, -0.022], [-0.142, 0.025, 0.004], [-0.059, 0.033, 0.024], [-0.007, 0.025, 0.016], [-0.066, -0.004, 0.037], [0.107, -0.002, 0.022], [0.016, 0.003, 0.009], [0.029, -0.046, -0.009], [0.054, -0.083, 0.037], [0.119, 0.178, 0.067], [0.004, 0.009, -0.048], [0.003, 0.010, -0.007], [-0.069, -0.085, 0.059], [-0.022, -0.081, 0.024], [-0.013, -0.001, -0.014], [-0.008, -0.011, -0.038]], "lowdin_charge": [-0.070, -0.183, 0.067, -0.180, -0.083, 0.104, 0.127, -0.159, 0.126, -0.015, -0.272, 0.133, 0.080, 0.112, -0.007, 0.046, -0.089, -0.654, -0.200, -0.177, -0.202, 0.087, 0.013, 0.019, 0.088, 0.207, 0.088, 0.039, 0.185, -0.095, 0.138, 0.000, -0.388, 0.144, 0.067, 0.016, -0.077, -0.239, -0.179, 0.017, -0.415, 1.073, 0.085, 0.132, -0.158, 0.089, 0.129, 0.019, 0.123, 0.018, 0.064, 0.242, -0.072, 0.142, 0.105, 0.126, 0.004, 0.030, 0.105, 0.138, 0.107, 0.019, 0.061, -0.135, 0.044, 0.107, 0.003, -0.132, -0.099, 0.132, 0.134, 0.127, -0.067, -0.061, 0.174, -0.653, 0.035, 1.085, 0.019, 0.111, 0.011, 0.070, -0.016, -0.016, 0.031, 0.109, 0.045, -0.005, 0.057, 0.015, 0.139, 0.082, 0.108, -0.072, 0.158, 0.135, 0.126, 0.161, 0.012, 0.165, 0.066], "spin_multiplicity": 1, "lumo_ev": -8.96, "charge": 3}